No. 1
# C2H4N2O2

The molecule C2H4N2O2 (ωB97M-V/def2-TZVPD, the OMol25 dataset).

```
! wB97M-V def2-TZVPD RIJCOSX def2/J DEFGRID3
* xyz 0 1
H 1.98 1.40 -0.12
N 2.32 0.39 -0.09
C 1.48 -0.55 0.04
N 0.11 -0.52 -0.04
O -0.58 0.72 0.07
C -1.93 0.51 0.01
O -2.40 -0.59 -0.09
H 1.95 -1.55 0.10
H -0.50 -1.30 0.17
H -2.43 1.49 -0.06
*
```

Output
E = -338.5265 Ha
Structure (SMILES) = [H]/N=C\NOC=O
Strongest force on any atom = 1.79 eV/Å

---

No. 2
# C45H57Cl3GeN5O3PY

A structure of composition C45H57Cl3GeN5O3PY (ωB97M-V/def2-TZVPD, the OMol25 dataset).

```
! wB97M-V def2-TZVPD RIJCOSX def2/J DEFGRID3
* xyz 0 2
Y 0.02 0.07 -0.25
C -6.45 -0.43 5.23
O -5.34 0.04 4.48
C -5.39 1.32 4.03
C -6.43 2.20 4.26
C -6.39 3.48 3.71
C -5.31 3.86 2.93
C -4.27 2.98 2.69
C -4.28 1.71 3.25
N -3.29 0.73 3.06
C -2.15 0.91 2.28
N -1.44 1.99 2.63
C -0.32 2.63 2.01
C 0.42 2.07 0.99
C 1.48 2.85 0.50
C 1.79 4.10 1.03
C 1.03 4.63 2.06
C -0.03 3.89 2.55
O -0.86 4.31 3.57
C -0.61 5.58 4.13
N -1.80 0.02 1.39
C -2.74 -1.02 1.12
C -2.46 -2.33 1.48
C -3.31 -3.37 1.16
C -4.47 -3.11 0.46
C -4.80 -1.80 0.11
C -3.95 -0.76 0.44
O -4.21 0.55 0.17
C -5.56 0.89 -0.10
H -6.23 -1.47 5.48
H -7.37 -0.39 4.64
H -6.58 0.14 6.15
H -7.28 1.90 4.85
H -7.20 4.17 3.90
H -5.28 4.85 2.49
H -3.45 3.27 2.06
H -3.63 -0.21 3.10
H -1.79 2.48 3.43
H 2.10 2.48 -0.31
H 2.63 4.66 0.64
H 1.27 5.60 2.47
H 0.38 5.62 4.59
H -1.37 5.73 4.89
H -0.69 6.37 3.38
H -1.54 -2.51 2.04
H -3.06 -4.39 1.45
H -5.15 -3.91 0.19
H -5.72 -1.60 -0.42
H -5.61 1.97 -0.08
H -6.23 0.48 0.67
H -5.87 0.53 -1.08
C -0.66 -4.22 -2.01
C 0.08 -5.09 -1.24
C 0.70 -4.63 -0.10
C 0.57 -3.29 0.25
N -0.14 -2.44 -0.50
C -0.74 -2.90 -1.60
C 1.20 -2.72 1.47
C 2.04 -3.43 2.33
C 2.63 -2.81 3.42
C 2.41 -1.46 3.68
C 1.57 -0.72 2.85
C 1.03 -1.39 1.79
H -1.16 -4.53 -2.92
H 0.19 -6.13 -1.54
H 1.29 -5.30 0.51
H -1.30 -2.17 -2.17
H 2.26 -4.47 2.14
H 3.29 -3.38 4.06
H 2.89 -0.99 4.52
H 1.38 0.33 3.03
C -3.19 -0.65 -3.42
C -2.22 0.11 -4.36
C -2.98 0.59 -5.60
C -1.16 -0.90 -4.81
P -1.35 1.46 -3.35
N -0.87 0.89 -1.98
C 0.10 2.13 -4.34
C 1.26 1.13 -4.25
C 0.61 3.41 -3.65
C -0.20 2.43 -5.82
C -2.56 2.89 -3.08
C -3.92 2.32 -2.65
C -2.05 3.69 -1.87
C -2.78 3.83 -4.27
H -3.28 -1.69 -3.75
H -4.20 -0.22 -3.44
H -2.84 -0.63 -2.39
H -3.44 -0.28 -6.09
H -2.33 1.08 -6.32
H -3.79 1.28 -5.35
H -1.67 -1.78 -5.22
H -0.52 -1.22 -3.99
H -0.52 -0.50 -5.60
H 1.58 1.02 -3.22
H 2.11 1.54 -4.81
H 1.05 0.14 -4.65
H 0.75 3.24 -2.58
H -0.04 4.27 -3.79
H 1.58 3.66 -4.08
H -0.32 1.51 -6.40
H 0.66 2.96 -6.24
H -1.08 3.05 -5.96
H -3.80 1.60 -1.85
H -4.46 1.86 -3.47
H -4.54 3.15 -2.28
H -1.84 3.02 -1.03
H -2.83 4.40 -1.57
H -1.15 4.26 -2.08
H -3.17 3.32 -5.15
H -1.87 4.37 -4.56
H -3.52 4.59 -3.98
Cl 2.64 -2.08 -2.93
Ge 2.87 -0.66 -1.21
Cl 4.21 -1.88 0.08
Cl 4.34 0.78 -2.01
*
```

Output
E = -6085.7905 Ha
⟨S²⟩ = 0.76
Strongest force on any atom = 1.25 eV/Å

---

No. 3
# C20H26FN5O3

The molecule C20H26FN5O3 (ωB97M-V/def2-TZVPD, the OMol25 dataset).

```
! wB97M-V def2-TZVPD RIJCOSX def2/J DEFGRID3
* xyz 0 1
C -0.78 2.38 0.49
C -0.92 1.72 -0.88
C -2.30 1.97 -1.49
N -2.35 1.38 -2.82
C -2.12 2.16 -3.90
O -2.02 3.37 -3.83
C -1.97 1.46 -5.22
N -2.97 1.37 -6.07
N -2.46 0.73 -7.13
C -1.16 0.42 -6.98
C -0.78 0.88 -5.73
C 0.51 0.75 -5.06
C 1.29 -0.40 -5.20
C 2.47 -0.51 -4.47
N 2.90 0.42 -3.62
C 2.16 1.52 -3.51
C 0.98 1.73 -4.20
C -2.31 -0.07 -2.80
C -1.05 -0.60 -2.09
C -0.49 0.23 -0.89
N -0.51 -0.47 0.41
C 0.81 -0.71 0.97
C -1.57 -0.90 1.15
O -1.44 -1.48 2.22
C -2.99 -0.68 0.64
O -3.47 0.52 1.20
C -4.86 0.67 1.01
C -5.29 1.99 1.59
F -5.24 1.96 2.97
H -1.48 1.97 1.21
H 0.23 2.27 0.88
H -0.98 3.45 0.40
H -0.23 2.22 -1.56
H -3.09 1.54 -0.88
H -2.48 3.04 -1.58
H -3.04 0.57 -7.93
H -0.59 -0.07 -7.76
H 0.97 -1.21 -5.84
H 3.08 -1.40 -4.57
H 2.54 2.28 -2.83
H 0.44 2.66 -4.07
H -3.23 -0.43 -2.33
H -2.32 -0.45 -3.82
H -1.22 -1.62 -1.76
H -0.26 -0.64 -2.83
H 0.58 0.27 -1.08
H 0.71 -1.19 1.94
H 1.39 -1.36 0.30
H 1.35 0.23 1.09
H -3.06 -0.65 -0.45
H -3.57 -1.53 1.00
H -5.12 0.66 -0.06
H -5.40 -0.15 1.50
H -4.64 2.79 1.24
H -6.33 2.20 1.30
*
```

Output
E = -1377.0768 Ha
Structure (SMILES) = C[C@@H]1CN(C(=O)c2n[nH]cc2-c2ccncc2)CC[C@@H]1N(C)C(=O)COCCF
Strongest force on any atom = 0.05 eV/Å

---

No. 4
# C12H17N5O5

The molecule C12H17N5O5 (ωB97M-V/def2-TZVPD, the OMol25 dataset).

```
! wB97M-V def2-TZVPD RIJCOSX def2/J DEFGRID3
* xyz 0 1
C 3.23 1.83 5.66
C 3.47 1.72 4.23
O 4.59 1.70 3.79
N 2.34 1.90 3.48
C 2.27 1.61 2.03
C 0.86 1.11 1.67
O 0.21 0.54 2.59
N 0.38 1.27 0.45
C -0.38 0.19 -0.25
C -1.90 0.62 -0.38
C -2.89 -0.67 -0.47
C -4.29 -0.28 -0.47
N -4.88 -0.50 -1.60
C -3.93 -1.03 -2.48
N -2.78 -1.16 -1.86
C 0.47 -0.32 -1.51
O 1.64 -0.24 -1.47
N -0.13 -1.10 -2.50
C 0.61 -1.79 -3.48
C -0.28 -2.51 -4.53
O -1.41 -1.97 -4.75
O 0.19 -3.62 -5.14
H 3.49 2.86 5.98
H 2.18 1.59 5.80
H 3.90 1.16 6.27
H 1.57 1.69 4.07
H 2.61 2.48 1.45
H 3.00 0.77 1.87
H 1.12 1.47 -0.27
H -0.37 -0.71 0.29
H -2.17 1.48 -1.07
H -2.21 1.17 0.58
H -2.62 -1.39 0.31
H -4.80 0.07 0.45
H -4.22 -1.37 -3.45
H -1.14 -1.19 -2.57
H 1.44 -1.15 -3.82
H 1.11 -2.62 -2.95
H -0.28 -3.63 -5.96
*
```

Output
E = -1117.4239 Ha
Structure (SMILES) = CC(=O)NCC(=O)N[C@@H](C[C@H]1C=NC=N1)C(=O)NCC(=O)O
Strongest force on any atom = 5.38 eV/Å

---

No. 5
# C4H9BrNO

The ion C4H9BrNO with charge +1 (ωB97M-V/def2-TZVPD, the OMol25 dataset).

```
! wB97M-V def2-TZVPD RIJCOSX def2/J DEFGRID3
* xyz 1 1
C -1.23 2.18 0.03
O -1.23 0.76 0.19
C -0.29 0.08 -0.46
C -0.43 -1.45 -0.33
N 0.92 -1.69 0.23
C 1.22 -0.25 0.54
Br 2.96 0.31 -0.06
H -1.28 2.46 -1.02
H -0.33 2.60 0.49
H -2.11 2.54 0.56
H 0.03 0.47 -1.43
H -1.21 -1.68 0.41
H -0.63 -1.98 -1.26
H 0.98 -2.34 1.02
H 1.58 -2.02 -0.49
H 1.04 0.01 1.58
*
```

Output
E = -2861.5030 Ha
Structure (SMILES) = CO[C@@H]1C[NH2+][C@H]1Br
Strongest force on any atom = 3.52 eV/Å

---

No. 6
# C22H32ClIrN5O9P2

A structure of composition C22H32ClIrN5O9P2 (ωB97M-V/def2-TZVPD, the OMol25 dataset).

```
! wB97M-V def2-TZVPD RIJCOSX def2/J DEFGRID3
* xyz 1 1
Ir 0.34 -1.49 0.46
O 3.69 -4.37 -1.43
C 2.54 -3.95 -0.90
O 1.48 -4.04 -1.45
C 2.73 -3.48 0.51
C 3.85 -3.92 1.20
C 3.96 -3.71 2.57
C 2.92 -3.10 3.23
C 1.85 -2.64 2.49
N 1.78 -2.76 1.15
C 0.59 -2.10 3.14
O 0.56 -1.88 4.32
O -0.40 -2.00 2.29
H 3.50 -4.73 -2.31
H 4.60 -4.47 0.66
H 4.82 -4.08 3.11
H 2.89 -2.97 4.30
C 2.33 2.43 0.72
N 0.98 2.82 1.14
C 0.35 3.78 0.24
P 0.13 1.71 1.99
O 0.69 0.34 1.91
O -1.39 1.81 1.34
P -1.81 0.98 0.03
O -0.56 0.27 -0.44
N -3.14 0.16 0.54
C -3.06 -0.67 1.75
C -3.89 -0.53 -0.53
N -2.31 2.00 -1.12
C -3.36 2.98 -0.84
C -1.72 2.07 -2.45
N -0.07 2.23 3.51
C -0.39 1.31 4.59
C -0.42 3.63 3.76
H 2.94 3.33 0.63
H 2.31 1.91 -0.24
H 2.79 1.78 1.46
H 0.97 4.68 0.19
H -0.63 4.06 0.60
H 0.26 3.38 -0.78
H -2.60 -0.12 2.56
H -2.50 -1.59 1.58
H -4.08 -0.94 2.03
H -3.99 0.12 -1.40
H -4.88 -0.76 -0.16
H -3.40 -1.46 -0.83
H -3.78 2.81 0.14
H -4.16 2.88 -1.58
H -2.96 3.99 -0.89
H -0.92 1.33 -2.54
H -1.31 3.06 -2.64
H -2.48 1.85 -3.21
H -0.05 0.30 4.36
H -1.47 1.28 4.79
H 0.12 1.64 5.50
H 0.10 4.28 3.06
H -0.10 3.89 4.77
H -1.50 3.80 3.67
Cl 0.48 -0.76 -7.88
C 0.50 -0.99 -6.16
C -0.46 -1.80 -5.58
C -0.44 -1.99 -4.21
C 0.54 -1.36 -3.44
C 1.49 -0.54 -4.04
C 1.48 -0.35 -5.41
C 0.54 -1.52 -1.99
O -0.42 -2.10 -1.37
O 1.46 -1.09 -1.23
H -1.21 -2.28 -6.19
H -1.17 -2.62 -3.72
H 2.24 -0.06 -3.43
H 2.21 0.28 -5.89
*
```

Output
E = -3055.7371 Ha
Strongest force on any atom = 2.79 eV/Å